(1)
The following is a DFT calculation (the ωB97M-V functional and the def2-TZVPD basis) of the molecule C5H12N2.

Each line ends with the Löwdin charge.
Geometry (Å):
C  -1.234  -0.714  1.556  0.07
C  -0.230  -0.654  0.664  -0.33
C  -0.188  -1.541  -0.494  -0.26
C  -0.659  -1.072  -1.901  -0.09
C  0.739  0.512  0.808  -0.24
N  0.100  1.812  0.697  -0.11
N  1.142  2.837  0.357  -0.01
H  -1.436  -0.102  2.405  0.06
H  -2.043  -1.374  1.573  0.04
H  0.847  -1.981  -0.829  0.13
H  -0.694  -2.520  -0.098  0.14
H  -0.186  -0.158  -2.178  0.05
H  -1.769  -0.709  -1.737  0.11
H  -0.641  -1.825  -2.558  0.02
H  1.117  0.654  1.905  0.15
H  1.516  0.311  0.105  0.09
H  -0.482  1.913  -0.124  0.09
H  1.714  2.936  1.199  0.06
H  1.732  2.537  -0.365  0.03

Results
- Gap between HOMO and LUMO: 10.19 eV
- Total energy: -8356.69924 eV
- SMILES: C=C(CC)CNN
- Max |F|: 7.08 eV Å⁻¹
- HOMO: -9.31 eV

=====

(2)
The following is a DFT calculation (the ωB97M-V functional and the def2-TZVPD basis) of a cluster of 2 separate species, C5H12N2 in total.

Each line ends with the Löwdin charge.
Geometry (Å):
C  -2.769  -1.245  -1.103  -0.03
C  -1.830  -0.537  -0.453  -0.25
N  -2.061  0.443  0.526  -0.12
C  -1.048  1.441  0.842  -0.13
H  -3.822  -1.295  -0.788  0.05
H  -2.485  -1.755  -2.002  0.03
H  -0.776  -0.671  -0.769  0.09
H  -2.966  0.885  0.364  0.12
H  -1.529  2.140  1.529  0.07
H  -0.233  0.942  1.391  0.06
H  -0.666  1.960  -0.039  0.07
C  3.073  0.863  -0.348  -0.05
N  2.175  0.217  0.328  -0.08
C  2.248  -1.246  0.232  -0.14
H  3.044  1.945  -0.435  0.06
H  3.845  0.357  -0.805  0.03
H  2.096  -1.664  1.209  0.06
H  3.228  -1.560  -0.189  0.07
H  1.418  -1.567  -0.465  0.08

Results
- Gap between HOMO and LUMO: 8.88 eV
- Total energy: -8357.60274 eV
- SMILES: C=CNC.C=NC
- Max |F|: 3.91 eV Å⁻¹
- HOMO: -7.83 eV

=====

(3)
The following is a DFT calculation (the ωB97M-V functional and the def2-TZVPD basis) of the molecule C5H12N2.

Each line ends with the Löwdin charge.
Geometry (Å):
H  -0.289  -0.657  2.881  0.04
N  -1.049  -0.102  2.475  0.11
C  -0.910  0.039  1.202  -0.35
C  -1.876  0.922  0.457  -0.06
C  0.308  -0.750  0.338  -0.37
N  -0.296  -1.600  -0.640  0.04
C  1.255  0.345  -0.023  -0.19
C  1.364  0.614  -1.644  -0.08
H  -1.372  1.831  0.120  0.07
H  -2.268  0.397  -0.418  0.07
H  -2.720  1.197  1.097  0.08
H  0.794  -1.391  1.081  0.11
H  0.314  -1.933  -1.380  0.07
H  -0.788  -2.384  -0.219  0.09
H  2.268  0.072  0.285  0.10
H  1.071  1.335  0.402  0.10
H  0.399  0.950  -2.028  0.06
H  2.110  1.397  -1.805  0.06
H  1.682  -0.284  -2.182  0.05

Results
- Gap between HOMO and LUMO: 9.81 eV
- Total energy: -8358.81522 eV
- SMILES: [H]/N=C(/C)[C@@H](N)CC
- Max |F|: 4.23 eV Å⁻¹
- HOMO: -8.89 eV

=====

(4)
The following is a DFT calculation (the ωB97M-V functional and the def2-TZVPD basis) of the molecule C5H12N2.

Each line ends with the Löwdin charge.
Geometry (Å):
C  1.748  -1.201  1.540  -0.12
C  1.479  -0.488  0.210  -0.27
C  0.596  0.768  0.272  -0.19
C  -0.785  0.530  -0.323  -0.38
N  -1.700  -0.108  0.546  0.02
C  -1.171  0.905  -1.615  -0.21
N  -2.424  0.704  -2.051  0.01
H  2.776  -1.580  1.658  0.06
H  1.672  -0.306  2.262  0.09
H  1.242  -2.104  1.847  0.05
H  2.513  -0.275  -0.209  0.12
H  1.100  -1.221  -0.436  0.07
H  1.043  1.620  -0.368  0.13
H  0.789  1.131  1.229  0.06
H  -1.340  -1.187  0.550  0.15
H  -1.477  0.174  1.528  0.08
H  -0.440  1.258  -2.355  0.11
H  -2.584  0.416  -3.031  0.11
H  -3.037  0.964  -1.254  0.11

Results
- Gap between HOMO and LUMO: 8.31 eV
- Total energy: -8357.51702 eV
- SMILES: CCC/C(N)=C/N
- Max |F|: 4.40 eV Å⁻¹
- HOMO: -7.29 eV